C30H55CrN2O2P2 | ωB97M-V/def2-TZVPD

Output
Multiplicity = 5
Maximum force = 7.3 eV/Å
Gap between HOMO and LUMO (alpha / beta) = 0.2577 / 0.2082 hartree
Charge = +1
Energy relative to the best compared isomer or geometry (same formula, charge and spin) = 0.0 kcal per mole
HOMO energy (alpha / beta) = -0.3301 / -0.3291 Ha
Electronic energy = -86071.667 eV

```
92
C30H55CrN2O2P2 ωB97M-V/def2-TZVPD
C 0.14 0.41 -2.69
C 0.01 2.45 -1.48
C -0.08 1.06 -3.89
C -0.07 3.15 -2.71
C -0.15 2.45 -3.90
H -0.18 0.46 -4.79
H -0.12 4.23 -2.66
H -0.26 2.98 -4.84
N 0.15 1.07 -1.52
P 1.43 -1.61 -1.22
P -0.42 2.18 1.27
C 0.33 -1.10 -2.63
H -0.65 -1.59 -2.52
H 0.74 -1.45 -3.59
C 0.86 -0.42 1.97
O 1.18 -0.68 3.07
C -0.08 3.08 -0.22
H -0.05 4.17 -0.20
C -2.32 2.22 1.48
C 0.35 3.23 2.68
C 1.10 -3.45 -0.83
C 3.14 -1.40 -2.05
C -2.72 1.13 2.49
H -2.28 1.29 3.48
H -3.82 1.14 2.60
H -2.43 0.13 2.14
C -2.84 3.59 1.93
H -2.52 3.87 2.94
H -2.54 4.38 1.22
H -3.94 3.57 1.94
C -2.98 1.91 0.12
H -4.07 1.94 0.25
H -2.70 2.66 -0.63
H -2.71 0.92 -0.25
C -0.20 2.76 4.04
H -0.06 1.68 4.18
H 0.36 3.28 4.83
H -1.26 3.01 4.19
C 1.86 3.01 2.68
H 2.15 1.97 2.87
H 2.33 3.35 1.75
H 2.30 3.62 3.49
C 0.11 4.73 2.48
H -0.94 5.03 2.51
H 0.61 5.26 3.31
H 0.55 5.09 1.55
C 4.23 -1.76 -1.03
H 5.21 -1.54 -1.47
H 4.12 -1.17 -0.11
H 4.23 -2.82 -0.75
C 3.31 0.07 -2.46
H 2.62 0.35 -3.26
H 3.17 0.75 -1.60
H 4.34 0.20 -2.83
C 3.30 -2.24 -3.34
H 4.14 -1.82 -3.91
H 3.52 -3.29 -3.15
H 2.42 -2.18 -3.99
C -0.27 -3.85 -1.38
H -0.30 -3.79 -2.48
H -0.47 -4.90 -1.10
H -1.08 -3.23 -0.97
C 1.11 -3.60 0.71
H 0.30 -3.03 1.18
H 0.98 -4.66 0.96
H 2.07 -3.26 1.14
C 2.12 -4.45 -1.41
H 2.11 -4.45 -2.51
H 3.14 -4.29 -1.04
H 1.82 -5.46 -1.08
Cr 0.35 0.06 0.24
N -1.27 -1.04 0.24
C -2.32 -1.55 0.24
C -3.65 -2.21 0.32
C -4.74 -1.22 -0.08
C -3.71 -3.42 -0.62
C -3.88 -2.68 1.76
H -4.79 -0.38 0.63
H -4.56 -0.83 -1.10
H -5.72 -1.71 -0.08
H -3.02 -4.20 -0.28
H -4.72 -3.84 -0.61
H -3.47 -3.12 -1.65
H -4.85 -3.19 1.83
H -3.10 -3.39 2.06
H -3.90 -1.83 2.45
C 4.20 1.13 1.14
O 3.13 1.56 0.26
H 3.85 0.24 1.68
H 4.45 1.90 1.89
H 5.09 0.86 0.55
H 3.17 2.53 0.19
```